No. 1
The following is a DFT calculation (wB97M-V/def2-TZVPD) of C16H18FNO15PS2 as an isolated structure.

Calculated values
- multiplicity = 1
- DFT total energy (eV) = -82766.7709
- HOMO energy (eV) = -5.7912
- charge = -1

Geometry (Å):
C: -4.010 -3.212 6.738
C: -4.044 -4.019 5.441
F: -4.105 -5.378 5.780
C: -5.241 -3.706 4.549
S: -4.863 -3.667 2.791
O: -5.959 -4.335 2.123
O: -3.563 -4.276 2.637
N: -4.881 -2.126 2.325
S: -4.319 -1.051 3.345
O: -3.183 -1.478 4.123
O: -5.365 -0.394 4.111
C: -3.818 0.217 2.163
P: -2.549 1.366 2.727
O: -1.365 0.796 3.372
O: -3.324 2.459 3.592
O: -2.215 2.222 1.413
H: -3.003 -2.875 6.970
H: -4.386 -3.827 7.554
H: -4.633 -2.324 6.674
H: -3.122 -3.862 4.893
H: -5.679 -2.755 4.838
H: -5.998 -4.474 4.690
H: -3.564 -0.227 1.205
H: -4.727 0.799 2.012
H: -3.433 2.085 4.473
H: -1.604 1.674 0.895
C: 3.132 1.737 -1.465
C: 2.220 1.103 -0.712
C: 0.966 1.790 -0.237
O: 0.196 1.122 0.424
C: 0.760 3.185 -0.577
C: 1.676 3.813 -1.324
C: 2.914 3.119 -1.828
O: 3.676 3.788 -2.516
O: 1.578 5.085 -1.687
O: 2.338 -0.153 -0.329
H: 4.034 1.249 -1.807
H: -0.133 3.673 -0.210
H: 2.370 5.275 -2.225
H: 1.547 -0.365 0.207
C: 6.680 1.168 -5.858
C: 5.574 1.501 -5.172
C: 4.225 0.906 -5.497
O: 3.281 1.254 -4.813
C: 4.129 -0.037 -6.596
C: 5.234 -0.363 -7.278
C: 6.585 0.215 -6.943
O: 7.530 -0.158 -7.617
O: 5.245 -1.214 -8.296
O: 5.567 2.360 -4.171
H: 7.650 1.586 -5.633
H: 3.157 -0.450 -6.828
H: 6.175 -1.265 -8.591
H: 4.645 2.445 -3.852

Forces on atoms 1 to 6 (eV/Å):
-0.2 0.0 0.0
0.0 0.5 0.1
0.1 -0.3 0.0
0.1 0.0 0.5
-0.2 -0.4 -0.5
0.0 0.2 0.0

No. 2
The following is a DFT calculation (wB97M-V/def2-TZVPD) of one molecule with the formula C16H18N2O3 at a distorted geometry.

Calculated values
- multiplicity = 1
- ΔE to the lowest compared entry with this formula, charge and spin (eV) = 5.409
- DFT total energy (eV) = -26003.6082
- HOMO energy (eV) = -8.4757
- SMILES string = O=[N+]([O-])c1ccccc1OCCCNCc1ccccc1

Geometry (Å):
O: -0.656 2.404 2.008
N: -0.491 1.227 1.750
O: 0.242 0.497 2.383
C: -1.186 0.704 0.610
C: -1.655 1.625 -0.322
C: -2.277 1.200 -1.473
C: -2.424 -0.162 -1.693
C: -1.983 -1.085 -0.769
C: -1.361 -0.684 0.417
O: -0.984 -1.484 1.415
C: -0.945 -2.896 1.336
C: 0.505 -3.381 1.410
H: 1.031 -2.744 2.120
H: 0.519 -4.402 1.795
C: 1.210 -3.372 0.050
N: 1.081 -2.102 -0.640
H: 1.368 -2.229 -1.606
C: 1.866 -1.029 -0.054
C: 1.662 0.299 -0.736
C: 1.026 0.436 -1.961
C: 0.859 1.688 -2.531
C: 1.322 2.819 -1.885
C: 1.962 2.693 -0.662
C: 2.132 1.444 -0.097
H: 2.624 1.348 0.860
H: 2.323 3.569 -0.146
H: 1.185 3.794 -2.328
H: 0.360 1.776 -3.485
H: 0.637 -0.430 -2.472
H: 1.563 -0.916 0.990
H: 2.948 -1.263 -0.055
H: 2.265 -3.661 0.208
H: 0.748 -4.133 -0.588
H: -1.496 -3.255 2.212
H: -1.427 -3.279 0.435
H: -2.125 -2.133 -0.979
H: -2.897 -0.511 -2.599
H: -2.633 1.915 -2.197
H: -1.499 2.673 -0.120

Forces on atoms 1 to 6 (eV/Å):
0.0 0.3 0.1
0.2 0.4 0.5
0.3 0.0 0.2
-0.6 -0.5 -0.9
0.0 0.0 0.2
0.0 -0.1 0.0

No. 3
The following is a DFT calculation (wB97M-V/def2-TZVPD) of one molecule with the formula C16H18N2O4S3 at a distorted geometry.

Calculated values
- multiplicity = 1
- DFT total energy (eV) = -60559.1332
- HOMO energy (eV) = -8.6253
- SMILES string = Cc1csc(SCC(=O)c2ccc(S(=O)(=O)N3CCOCC3)cc2)n1

Geometry (Å):
C: -1.507 -3.540 -0.156
C: -2.479 -2.418 -0.246
C: -3.209 -2.070 -1.343
S: -4.211 -0.706 -1.027
C: -3.532 -0.684 0.599
N: -2.682 -1.616 0.831
S: -3.993 0.482 1.804
C: -4.083 2.001 0.788
C: -2.978 2.189 -0.240
O: -3.176 2.869 -1.214
C: -1.709 1.449 -0.018
C: -1.118 1.313 1.237
C: -0.020 0.487 1.389
C: 0.476 -0.196 0.295
C: -0.073 -0.039 -0.963
C: -1.158 0.801 -1.124
H: -1.620 0.934 -2.091
H: 0.332 -0.601 -1.790
S: 1.839 -1.349 0.506
O: 1.882 -1.744 1.880
O: 1.706 -2.347 -0.515
N: 3.249 -0.536 0.200
C: 3.731 0.402 1.187
H: 3.313 0.107 2.148
C: 3.342 1.836 0.814
H: 3.835 2.554 1.472
O: 3.769 2.151 -0.493
C: 3.198 1.283 -1.448
H: 3.594 1.598 -2.415
C: 3.573 -0.176 -1.160
H: 3.044 -0.866 -1.815
H: 4.653 -0.305 -1.297
H: 2.103 1.400 -1.447
H: 2.250 1.963 0.889
H: 4.823 0.322 1.228
H: 0.435 0.328 2.354
H: -1.518 1.840 2.089
H: -4.048 2.822 1.507
H: -5.044 2.041 0.273
H: -3.218 -2.527 -2.311
H: -1.691 -4.266 -0.942
H: -1.596 -4.017 0.817
H: -0.486 -3.168 -0.251

Forces on atoms 1 to 6 (eV/Å):
0.1 0.0 0.0
-0.3 -0.2 -0.8
-0.1 0.2 0.1
0.4 -0.3 0.7
-0.6 0.2 -0.9
0.3 0.1 0.8

Question: multiplicity of number 2 (C16H18N2O3)?
Answer: 1

Question: Which value of DFT total energy does entry 2 give?
Answer: -26003.6082 eV

Question: What is the multiplicity in the first record?
Answer: 1